No. 1
Computed, not measured: C24H22BFN14O4RhS2 as an isolated structure, with wB97M-V/def2-TZVPD.

E_tot: -3026.5068 Ha
relative energy (zero: lowest compared OMol25 entry of this formula, charge and spin): 80.8 kcal/mol
strongest force on any atom: 5.35 eV Å⁻¹
spin multiplicity: 2
HOMO-LUMO gap (alpha / beta): 5.0 / 3.4 eV
total charge: +2
E_LUMO (alpha / beta): -7.970 / -9.613 eV
<S²>: 0.789
molecular weight: 767.38 u

```
69
Properties=species:S:1:pos:R:3:forces:R:3
Rh 0.341571 -0.521006 -0.324219 -3.4287 -1.6010 3.7792
C 0.322571 3.352494 1.426681 0.4961 -0.3722 -0.0552
C 1.068971 2.203394 1.194981 -0.0447 0.9017 -0.1294
N 0.282071 1.123794 1.273681 0.3246 -1.3079 -1.3147
N -0.951929 1.557794 1.589581 -0.5170 0.6818 0.1498
C -0.961429 2.897994 1.655781 0.2438 -0.4731 -0.0803
B -2.112329 0.562594 1.706681 -0.6631 -0.0846 0.0689
N -1.554229 -0.814806 2.115881 0.0806 0.1756 0.4328
C -1.821329 -1.514906 3.228881 0.2089 -0.0477 -0.1631
C -1.276629 -2.774206 3.093181 0.1007 0.0288 -0.3718
C -0.680829 -2.764106 1.835981 0.0215 -0.2082 0.3059
N -0.857029 -1.578206 1.264681 1.2974 0.8942 -1.5251
N -2.692629 0.429694 0.294281 -0.1881 -0.0790 0.3313
C -3.948229 0.624294 -0.136819 0.0159 0.0297 -0.3650
C -3.955129 0.496994 -1.509119 0.3298 -0.0316 0.1952
C -2.634229 0.212994 -1.841619 -0.2181 -0.0380 -0.3484
N -1.881929 0.181794 -0.744219 1.7345 -0.4687 -0.1200
N -3.200129 0.958394 2.678881 0.1847 -0.0536 0.2414
C -3.367429 1.950294 3.579481 -0.6356 0.5392 0.6365
C -4.607029 1.788394 4.168781 0.5064 0.1065 -0.0604
C -5.140629 0.633194 3.570281 0.8346 0.5503 0.3900
N -4.268029 0.145594 2.727181 -0.4498 -1.4491 -1.3812
H 0.676371 4.360894 1.420381 0.0466 0.2702 0.0850
H 2.121871 2.118694 1.005781 0.0988 -0.1313 -0.2560
H -1.852829 3.458594 1.846981 -0.2741 0.0078 0.1318
H -2.365929 -1.094106 4.047181 -0.2969 0.1697 0.0609
H -1.337229 -3.589306 3.779881 -0.0233 -0.2269 0.1971
H -0.160029 -3.558206 1.341181 0.1556 -0.1291 -0.1766
H -4.750629 0.831194 0.541481 -0.0283 0.0413 0.1784
H -4.784629 0.610994 -2.173519 -0.1810 -0.0057 -0.1585
H -2.243829 0.056694 -2.826619 0.2679 0.0429 -0.1591
H -2.624829 2.697394 3.763581 0.1906 0.1840 0.0796
H -5.042229 2.367394 4.954181 -0.0679 0.3161 0.1257
H -6.072329 0.138094 3.749381 -0.2242 -0.1470 0.0184
N -0.784529 -2.625006 -3.069219 0.5929 -0.4711 0.4339
C 0.235171 -3.128006 -2.400119 -0.7377 -0.4026 -1.1937
N 0.763071 -2.595906 -1.330419 -0.0741 1.5381 1.0077
C 1.778171 -3.351206 -0.821219 -0.0489 0.6241 0.5860
C 2.026871 -4.518906 -1.520219 -0.2403 -0.2927 -0.6548
S 0.998371 -4.669306 -2.863619 0.1086 0.3250 0.4309
C 2.411271 -2.905606 0.381781 -0.1245 -0.1815 -0.3582
C 3.341371 -3.593506 1.137281 0.0162 0.1324 0.2576
S 3.663271 -2.786306 2.600881 -0.3690 0.2002 -0.4626
C 2.511471 -1.521706 2.106381 0.3471 0.0747 0.7776
N 1.983871 -1.727606 0.932281 -0.4499 0.7207 -1.3661
N 2.217171 -0.504906 2.902481 0.1198 -0.2399 -0.2397
H -1.077129 -1.690406 -2.802119 0.1215 0.2552 -0.2342
H -1.079729 -3.015206 -3.950019 -0.0980 0.0189 -0.0266
H 2.757571 -5.271206 -1.304519 0.2402 -0.1899 0.0716
H 3.819371 -4.527306 0.913581 0.0830 -0.2073 -0.0818
H 2.641171 -0.407306 3.810181 -0.0334 0.0646 0.0002
H 1.515771 0.156294 2.579681 -0.0432 0.0401 0.1048
F 4.627771 3.343794 -5.098019 0.2500 0.0563 -0.1509
C 4.081071 2.695494 -4.087619 -0.8002 -0.0901 0.3922
C 2.758471 2.820694 -3.835519 1.3252 0.1559 -0.6105
N 2.148871 2.181294 -2.792919 1.4314 -0.7836 1.2316
C 0.738471 2.267294 -2.640619 -1.9520 -1.7995 -0.3214
C 0.171671 0.897694 -3.304919 0.8708 4.2738 0.0547
O -0.110629 0.967994 -4.471719 -0.5431 -0.7551 -0.9974
O 0.159471 -0.064906 -2.519419 0.0569 -2.5269 1.1789
C 2.852571 1.297394 -1.979419 0.0002 1.4708 -1.3978
O 2.335571 0.678294 -1.059119 -0.0703 -0.5346 0.9000
N 4.179371 1.200394 -2.255719 0.2081 -0.3104 0.2704
C 4.938571 1.836594 -3.263919 -0.7996 0.3289 -0.3516
O 6.107371 1.624794 -3.373519 0.4793 -0.0450 -0.0399
H 2.131971 3.438294 -4.462919 -0.0012 -0.0027 0.0163
H 0.333471 3.116594 -3.188519 0.1562 -0.0532 0.1537
H 0.434071 2.265194 -1.591119 0.2546 0.3656 -0.0544
H 4.721471 0.565394 -1.676819 -0.1749 0.1556 -0.0697
```
Forces are in eV/Å.

No. 2
Computed, not measured: a 2-piece molecular cluster, C5H11BF3O4S overall, with wB97M-V/def2-TZVPD.

E_tot: -1220.7404 Ha
relative energy (zero: lowest compared OMol25 entry of this formula, charge and spin): 47.6 kcal/mol
strongest force on any atom: 3.95 eV Å⁻¹
HOMO-LUMO gap: 8.1 eV
total charge: -1
E_LUMO: 2.595 eV
molecular weight: 235.01 u

```
25
Properties=species:S:1:pos:R:3:forces:R:3
C 0.598949 -0.662759 0.737249 -0.2713 0.9759 0.1823
B -0.162580 0.594692 1.535678 -0.1831 -0.6336 -3.8950
O -1.053837 1.432954 0.674712 -0.4091 -2.1902 2.4974
C -2.462275 1.305910 1.079076 -0.8867 0.7878 -0.1203
C -3.265337 0.037896 0.414120 -0.6220 0.0087 -0.3704
C -4.441242 -0.574638 1.397371 -0.4717 0.0507 -0.3304
H 1.058530 -0.234153 -0.274486 -0.8585 -1.1490 2.1389
H -0.249856 -1.445971 0.454123 1.8992 1.4130 0.5732
H 1.431098 -1.104955 1.431042 -1.5628 0.5082 -1.6803
H 0.053894 0.794426 2.675923 -0.4695 0.3658 0.4779
H -3.010895 2.286556 0.685786 1.2004 -2.0275 0.9757
H -2.569331 1.278219 2.243569 0.2434 -0.0187 -1.9515
H -2.555543 -0.835502 0.093005 -1.1992 1.8438 0.6015
H -3.805391 0.463281 -0.558552 1.2809 -1.0897 2.0087
H -4.072835 -1.475273 2.063976 -0.6158 1.9629 -1.3212
H -5.357018 -0.969046 0.743656 2.0737 0.7868 1.3798
H -4.880188 0.268506 2.083894 0.8950 -1.6020 -1.2006
C 4.213842 0.599577 -2.637916 -0.1902 1.2826 -0.7903
F 5.028170 1.624030 -2.226482 -0.5914 -1.0280 -0.1709
F 2.932210 1.076867 -2.530642 0.9982 -0.6050 0.0772
F 4.446277 0.456428 -3.982330 -0.1425 -0.1299 1.1907
S 4.487508 -0.979950 -1.677397 0.5010 -2.5376 1.4557
O 4.196980 -0.643807 -0.276861 0.0365 0.5285 -1.4236
O 5.894082 -1.339358 -1.904214 -1.1841 1.0234 -0.2773
O 3.544789 -1.953929 -2.244301 0.5296 1.4731 -0.0272
```
Forces are in eV/Å.

No. 3
Computed, not measured: C18H20MoN4O7 as an isolated structure, with wB97M-V/def2-TZVPD.

E_tot: -1511.2454 Ha
relative energy (zero: lowest compared OMol25 entry of this formula, charge and spin): 0.0 kcal/mol
strongest force on any atom: 1.15 eV Å⁻¹
HOMO-LUMO gap: 6.9 eV
total charge: +2
E_LUMO: -9.059 eV
molecular weight: 500.32 u

```
50
Properties=species:S:1:pos:R:3:forces:R:3
Mo -0.470880 -0.152845 -0.019243 0.3532 0.2282 -0.0488
O -2.750437 -0.107201 -0.181957 -0.0262 0.1012 -0.0408
C -3.473005 -0.820375 0.866011 0.0204 -0.0087 -0.0404
C -2.630337 -0.735813 2.116627 0.0290 0.0124 -0.0246
N -1.255595 -1.241360 1.836885 0.0108 -0.0565 -0.0311
C -1.258599 -2.701499 1.561249 -0.0079 -0.0257 0.0280
C -1.411701 -2.965391 0.070217 0.0636 0.1428 -0.0392
O -1.859448 -3.944040 -0.416232 -0.0417 -0.0438 0.0052
O -0.917698 -1.912603 -0.636477 -0.0425 -0.1919 -0.0745
C -0.292081 -0.906631 2.902578 -0.0065 -0.0022 0.0113
C 1.109073 -0.916518 2.308470 0.0071 0.0291 0.0002
O 2.123086 -1.156243 2.845712 0.0028 0.0544 0.0097
O 1.057199 -0.545607 0.952972 -0.1297 -0.2063 -0.1657
H -3.162358 -0.277248 -1.042021 0.0356 -0.1542 0.0174
H -3.645805 -1.849346 0.548248 -0.0177 0.0054 -0.0078
H -4.432531 -0.329649 1.017879 -0.0038 -0.0102 0.0246
H -3.094060 -1.319880 2.914492 -0.0083 0.0156 0.0052
H -2.545204 0.299487 2.441319 0.0068 0.0027 0.0021
H -2.046166 -3.212427 2.114782 0.0075 0.0043 0.0171
H -0.303206 -3.134788 1.864480 0.0099 0.0072 -0.0102
H -0.339527 -1.587716 3.751793 -0.0095 -0.0117 -0.0061
H -0.484936 0.109383 3.253655 -0.0009 -0.0027 0.0186
C 0.492191 5.868420 -3.718508 0.0013 -0.0207 0.0013
C 0.480088 5.156797 -2.405789 -0.0193 0.0120 0.0067
C -0.736278 4.903403 -1.756213 0.0170 -0.0094 -0.0106
C -0.789963 4.287633 -0.526989 -0.0467 0.1344 0.0659
C -2.083687 4.156965 0.217908 -0.0018 -0.0316 -0.0087
C 0.450367 3.900932 0.041921 0.0777 -0.2747 -0.0981
C 1.719350 4.154415 -0.570621 -0.0542 -0.0672 -0.1644
C 3.011519 3.774532 0.087450 -0.0232 0.0018 0.0349
C 1.685173 4.779763 -1.796132 0.0226 0.0014 0.0362
C 0.535342 3.254212 1.257590 0.4150 1.0679 0.0347
O 0.809244 2.888413 2.286772 -0.2247 -0.4330 0.1501
O -0.879149 1.267268 0.772142 -0.3357 -0.0909 0.2229
H -0.356586 5.579284 -4.337136 -0.0064 0.0097 0.0080
H 1.413610 5.691246 -4.268531 0.0077 -0.0005 -0.0022
H 0.411147 6.944617 -3.539964 -0.0002 -0.0016 0.0012
H -1.658981 5.233755 -2.218622 0.0031 -0.0093 -0.0060
H -2.873038 3.789634 -0.436892 0.0042 -0.0116 0.0051
H -2.390004 5.144576 0.568448 -0.0025 -0.0023 0.0079
H -2.015604 3.499580 1.083106 0.0043 -0.0138 -0.0130
H 3.025034 2.729539 0.405017 -0.0031 -0.0108 -0.0116
H 3.188401 4.391744 0.971841 0.0013 0.0004 -0.0046
H 3.843194 3.928139 -0.594497 0.0103 0.0021 0.0027
H 2.620770 4.997474 -2.296408 -0.0025 0.0021 -0.0107
N 1.452081 2.871091 -5.703591 0.0391 0.0189 0.0162
C 1.170248 2.324222 -4.730879 -0.0584 0.0082 0.0029
N 0.819428 1.759344 -3.605489 0.0518 -0.0126 -0.0520
C 0.514382 1.119953 -2.666697 -0.0304 0.0083 0.0489
N 0.188466 0.505151 -1.657957 -0.0982 -0.1670 0.0860
```
Forces are in eV/Å.

No. 4
Computed, not measured: a 2-piece molecular cluster, C28H29N2O5 overall, with wB97M-V/def2-TZVPD.

E_tot: -1569.9672 Ha
relative energy (zero: lowest compared OMol25 entry of this formula, charge and spin): 41.7 kcal/mol
strongest force on any atom: 2.08 eV Å⁻¹
HOMO-LUMO gap: 4.1 eV
total charge: -1
E_LUMO: 1.764 eV
molecular weight: 473.55 u

```
64
Properties=species:S:1:pos:R:3:forces:R:3
C -4.615224 -1.836158 3.087498 -0.0700 -0.0083 0.0003
O -4.012850 -0.566308 3.157087 1.3367 0.3001 -0.0871
C -2.617754 -0.555760 3.092414 -0.0985 0.2756 0.0353
C -1.987532 0.691258 3.010902 -0.9576 -0.2464 0.0691
C -0.623480 0.802708 2.925577 0.3918 -0.2147 -0.0397
C 0.187233 -0.333905 2.945185 -0.3881 -0.3878 0.0661
C 1.632480 -0.209762 2.863660 0.4914 -0.0048 -0.0689
C 2.490002 -1.173355 3.190878 -0.5237 0.1749 -0.0476
N 3.912776 -0.990758 3.075049 1.6091 0.6586 -0.5942
O 4.648369 -1.796800 3.662988 -0.9468 0.5263 -0.4248
O 4.343302 -0.050624 2.393195 -0.7476 -1.3147 1.0095
C -0.438469 -1.581219 3.032174 0.4503 0.5404 -0.0434
C -1.804252 -1.693349 3.099865 -1.0841 -0.0356 0.0710
H -5.696641 -1.696920 3.073781 0.1263 0.1424 0.0223
H -4.313505 -2.340627 2.169072 -0.0112 -0.2210 0.0060
H -4.346124 -2.425707 3.964145 -0.0201 -0.2361 -0.0104
H -2.610270 1.568075 3.000287 -0.0984 0.2456 -0.0476
H -0.171762 1.775742 2.825705 0.0466 0.2353 -0.0845
H 2.038370 0.725498 2.516542 0.0930 0.3142 -0.1554
H 2.166417 -2.121143 3.571906 0.4053 -0.2944 0.2087
H 0.157279 -2.476889 3.022490 0.0685 -0.2257 -0.0264
H -2.252238 -2.669519 3.155668 -0.0113 -0.2284 -0.0082
C 0.430605 7.024699 1.138891 -0.0210 -0.2396 0.0921
C 1.398367 6.451918 2.174878 -0.0317 -0.1459 -0.1221
C 2.843654 6.768170 1.770231 -0.1105 -0.1479 -0.0314
C 1.118441 7.048771 3.559506 -0.0697 -0.5680 -0.1333
O 1.150860 5.005161 2.317607 -0.0663 0.6612 -0.4874
C 1.200127 4.155554 1.186358 0.3415 -1.0377 -1.7011
C 2.509448 3.836959 0.660512 0.0576 1.2594 1.4030
N 2.741918 2.765688 -0.030629 0.5995 -1.4229 -1.3973
C 3.980513 2.231684 -0.202561 -1.6717 0.9647 0.5954
C 4.148811 1.394371 -1.366455 -0.1514 -0.2872 0.1669
C 5.261440 0.572189 -1.595749 -0.1719 0.0411 0.2165
C 5.378422 -0.146346 -2.761683 -0.0727 -0.1094 -0.1969
C 4.378535 -0.096672 -3.716257 0.1952 -0.3418 -0.4623
C 3.244485 0.659341 -3.487202 -0.0030 -0.1290 0.1029
C 3.130335 1.388769 -2.328837 -0.0999 0.1062 -0.2004
C 5.022575 2.506752 0.772116 0.4981 0.4614 -0.1554
C 6.389922 2.476214 0.463275 -0.4998 0.1454 -0.0859
C 7.334877 2.753768 1.420874 0.2425 -0.0178 0.3327
C 6.955574 3.104351 2.701930 0.6153 0.0970 0.1361
C 5.616926 3.167293 3.026220 -0.1158 -0.0526 0.0324
C 4.670429 2.858991 2.084515 0.1282 -0.4026 0.0666
O 0.211301 3.589282 0.732828 -0.4412 0.8869 1.4088
H -0.593186 6.771819 1.405846 -0.0912 -0.0192 0.0505
H 0.517015 8.109240 1.068281 0.1015 0.0534 0.0510
H 0.629868 6.597388 0.157450 0.0393 -0.0347 -0.0732
H 3.549379 6.235528 2.404316 0.0407 -0.0843 0.0601
H 3.033689 6.495107 0.733890 0.0001 -0.0589 -0.0005
H 3.045959 7.835399 1.866685 -0.1466 0.0982 0.0656
H 1.779539 6.596905 4.297467 0.0944 -0.0168 0.0305
H 1.265609 8.127504 3.574987 0.0422 0.0447 -0.1539
H 0.095459 6.829663 3.859933 -0.1021 -0.0042 -0.0128
H 3.343771 4.427975 0.984008 0.2089 0.2391 0.4721
H 6.005576 0.457716 -0.830041 0.1602 -0.0393 0.0973
H 6.247821 -0.763437 -2.925269 0.1551 -0.1402 -0.0177
H 4.476211 -0.662761 -4.628472 0.0401 -0.1084 -0.2028
H 2.443734 0.665659 -4.209460 -0.1443 0.0356 -0.1497
H 2.245956 1.972383 -2.140669 -0.0763 0.1697 0.0640
H 6.700382 2.275420 -0.545656 0.0923 -0.0131 -0.1435
H 8.379392 2.684310 1.170284 0.2940 0.0741 -0.0682
H 7.702193 3.326450 3.445396 0.2005 0.0673 0.1602
H 5.310364 3.455298 4.017466 -0.0686 -0.0118 0.2751
H 3.633224 2.858279 2.367825 -0.0532 0.0324 0.0660
```
Forces are in eV/Å.